Entry 1:
This record from the OMol25 dataset describes a 8-piece molecular cluster, C20H56O8 overall in a non-equilibrium geometry. The level of theory is ωB97M-V with the def2-TZVPD basis set.

Geometry as XYZ:
```
84
Properties=species:S:1:pos:R:3
C 12.11 -18.42 3.07
O 12.50 -17.07 3.10
H 12.72 -18.95 2.35
H 12.15 -18.77 4.10
H 11.07 -18.47 2.73
H 11.94 -16.54 2.54
C 12.68 -14.85 6.20
O 12.77 -14.69 4.82
H 13.37 -14.30 6.84
H 11.71 -14.46 6.50
H 12.74 -15.88 6.56
H 12.87 -15.54 4.37
C 13.79 -9.20 8.51
C 13.04 -10.37 9.27
C 13.22 -11.76 8.50
O 13.51 -10.49 10.61
H 14.77 -9.57 8.22
H 14.00 -8.29 9.06
H 13.19 -8.89 7.66
H 11.98 -10.12 9.35
H 12.74 -11.67 7.53
H 12.88 -12.57 9.15
H 14.27 -11.92 8.26
H 14.42 -10.81 10.52
C 16.34 -17.04 9.39
C 14.86 -17.28 9.44
C 14.33 -17.56 10.84
O 14.17 -16.11 8.91
H 16.61 -17.04 8.33
H 17.00 -17.69 9.96
H 16.59 -16.05 9.77
H 14.53 -18.14 8.86
H 13.28 -17.62 11.10
H 14.79 -16.85 11.53
H 14.72 -18.50 11.24
H 13.22 -16.22 8.82
C 15.25 -18.94 5.67
C 16.04 -17.91 4.75
C 15.54 -16.50 4.85
O 17.37 -18.01 5.12
H 15.50 -19.95 5.34
H 14.18 -18.74 5.59
H 15.62 -18.85 6.69
H 15.89 -18.19 3.71
H 15.66 -15.96 5.79
H 14.50 -16.41 4.53
H 15.99 -16.03 3.97
H 17.35 -17.75 6.05
C 9.17 -9.68 5.93
C 10.08 -10.75 6.50
C 9.19 -12.09 6.78
O 10.99 -10.91 5.51
H 9.71 -8.74 5.78
H 8.36 -9.52 6.64
H 8.62 -10.20 5.14
H 10.46 -10.33 7.43
H 8.95 -12.52 5.80
H 8.30 -11.74 7.30
H 9.66 -12.93 7.29
H 11.41 -11.76 5.65
C 8.81 -18.73 8.66
C 9.56 -18.77 7.33
C 10.57 -17.57 7.27
O 10.32 -19.94 7.39
H 8.17 -17.85 8.68
H 9.50 -18.62 9.50
H 8.20 -19.60 8.88
H 8.89 -18.73 6.47
H 10.01 -16.68 6.98
H 11.29 -17.72 6.46
H 11.17 -17.35 8.15
H 10.14 -20.36 6.55
C 14.40 -11.41 4.69
C 13.80 -10.03 4.38
C 14.84 -9.14 3.61
O 12.63 -10.23 3.63
H 14.60 -11.60 5.75
H 15.35 -11.63 4.22
H 13.77 -12.26 4.43
H 13.50 -9.52 5.29
H 15.06 -9.61 2.65
H 15.77 -9.05 4.18
H 14.39 -8.17 3.43
H 11.91 -10.39 4.25
```

Properties
Largest force on an atom (Eh/bohr): 0.07240
HOMO-LUMO gap (eV): 9.606
Energy relative to the best compared isomer or geometry (same formula, charge and spin) (eV): 2.495
SMILES: CC(C)O.CC(C)O.CC(C)O.CC(C)O.CC(C)O.CC(C)O.CO.CO



Entry 2:
This record from the OMol25 dataset describes a 2-piece molecular cluster, C3H2O3S overall in a non-equilibrium geometry. The level of theory is ωB97M-V with the def2-TZVPD basis set.

Geometry as XYZ:
```
9
Properties=species:S:1:pos:R:3
C 0.43 -0.36 -0.53
C -0.74 0.70 1.75
C 1.05 0.84 -0.59
O -1.66 1.11 1.32
O -1.78 -1.73 0.16
O 0.38 -1.54 -1.26
S -0.30 -1.81 0.20
H 1.06 1.50 0.27
H 1.56 1.30 -1.31
```

Properties
Largest force on an atom (Eh/bohr): 0.10405
HOMO-LUMO gap (eV): 10.295
Energy relative to the best compared isomer or geometry (same formula, charge and spin) (eV): 4.309



Entry 3:
This record from the OMol25 dataset describes a 3-piece molecular cluster, C20H45Cl2FN6O11PS overall in a non-equilibrium geometry. The level of theory is ωB97M-V with the def2-TZVPD basis set.

Geometry as XYZ:
```
87
Properties=species:S:1:pos:R:3
C 8.25 1.74 0.43
C 7.14 2.82 0.49
C 5.71 2.24 0.63
Cl 5.70 0.55 1.29
N 4.89 2.21 -0.59
C 5.28 2.17 -1.84
Cl 6.82 2.09 -2.56
N 4.26 2.18 -2.70
C 3.18 2.22 -1.89
N 2.01 2.26 -2.51
O 0.84 2.26 -1.81
C 0.10 1.02 -1.98
C -1.21 0.96 -1.12
C -1.49 2.22 -0.31
O -1.19 -0.22 -0.33
P 1.92 2.33 -4.28
O 0.55 2.50 -4.69
O 2.74 3.61 -4.84
O 2.51 0.98 -4.89
N 3.51 2.20 -0.57
S 2.43 2.19 0.76
O 1.53 1.12 0.66
O 1.78 3.43 0.80
F 3.23 2.00 2.07
H 9.22 2.17 0.15
H 8.01 0.94 -0.29
H 8.39 1.32 1.43
H 7.37 3.41 1.40
H 7.22 3.53 -0.34
H 5.19 2.92 1.33
H -0.14 0.77 -3.02
H 0.75 0.21 -1.60
H -2.04 0.85 -1.83
H -2.44 2.05 0.21
H -0.73 2.47 0.43
H -1.70 3.05 -1.01
H -0.95 -0.94 -0.94
H 2.47 4.36 -4.28
H 3.41 1.19 -5.21
C 0.71 -4.97 4.98
O 0.25 -4.29 3.83
C -0.15 -2.95 4.09
C 0.77 -1.97 3.38
N 2.09 -1.96 4.01
C 3.09 -1.22 3.24
C 3.49 -1.79 1.88
O 4.18 -3.02 1.95
C 3.34 -4.17 1.96
H 0.90 -6.00 4.70
H 1.64 -4.53 5.36
H -0.04 -4.96 5.77
H -0.21 -2.74 5.16
H -1.16 -2.83 3.67
H 0.34 -0.97 3.44
H 0.83 -2.27 2.33
H 2.41 -2.92 4.11
H 3.99 -1.19 3.87
H 2.75 -0.19 3.12
H 4.21 -1.08 1.43
H 2.65 -1.84 1.18
H 2.42 -4.02 1.39
H 3.11 -4.47 2.98
H 3.90 -4.99 1.50
C -8.21 -0.09 -3.91
O -8.48 0.34 -2.59
C -8.78 -0.73 -1.69
C -7.70 -0.86 -0.64
N -6.46 -1.36 -1.23
C -5.31 -1.30 -0.33
C -4.81 0.08 0.08
O -4.26 0.84 -0.99
C -5.20 1.61 -1.73
H -8.09 0.79 -4.53
H -7.29 -0.68 -3.96
H -9.05 -0.68 -4.30
H -8.94 -1.67 -2.22
H -9.72 -0.47 -1.19
H -8.03 -1.55 0.14
H -7.55 0.13 -0.19
H -6.25 -0.82 -2.06
H -4.49 -1.81 -0.83
H -5.53 -1.88 0.57
H -3.99 -0.07 0.79
H -5.57 0.66 0.62
H -6.03 1.95 -1.11
H -5.58 1.04 -2.58
H -4.68 2.48 -2.12
```

Properties
Largest force on an atom (Eh/bohr): 0.08596
HOMO-LUMO gap (eV): 6.034
Net charge: +1



Entry 4:
This record from the OMol25 dataset describes a 3-piece molecular cluster, C22H40Br2ClFINO8PS overall in a non-equilibrium geometry. The level of theory is ωB97M-V with the def2-TZVPD basis set.

Geometry as XYZ:
```
78
Properties=species:S:1:pos:R:3
C 0.94 -5.00 2.75
C 0.48 -3.43 2.84
C 1.28 -2.42 1.82
Br 3.23 -2.58 2.23
P 0.83 -2.63 -0.03
Br 2.62 -4.03 -0.22
C 1.92 -1.24 -0.74
C 1.97 -1.18 -2.39
N 2.66 0.11 -2.88
O 0.35 -3.35 -1.58
C -1.12 -3.06 -1.69
F -1.88 -4.28 -1.24
C -1.60 -1.65 -0.94
C -3.06 -1.65 -0.19
C -3.08 -0.99 1.31
C -3.46 0.60 1.37
C -3.16 1.11 2.93
S -1.40 1.76 3.17
O -0.74 2.19 1.80
O -1.34 3.06 4.06
Cl -0.15 0.36 4.17
C -1.67 -0.31 -1.94
C -2.52 -0.58 -3.32
C -3.45 0.75 -3.73
I -1.23 -0.94 -5.09
O -0.43 -1.37 -0.06
H 0.66 -5.54 1.73
H 2.08 -5.20 2.93
H 0.37 -5.62 3.59
H -0.69 -3.39 2.61
H 0.66 -3.05 3.94
H 0.93 -1.32 2.13
H -0.12 -3.61 0.50
H 3.04 -1.24 -0.38
H 1.44 -0.21 -0.39
H 2.54 -2.12 -2.81
H 0.91 -1.18 -2.90
H 3.69 -0.05 -3.00
H 2.31 0.21 -3.88
H -1.30 -3.09 -2.85
H -3.84 -1.01 -0.84
H -3.56 -2.72 -0.10
H -3.93 -1.56 1.91
H -2.10 -1.14 1.93
H -4.62 0.71 1.21
H -2.89 1.29 0.62
H -3.36 0.24 3.71
H -3.87 2.02 3.22
H -2.29 0.51 -1.33
H -0.61 0.17 -2.11
H -3.16 -1.55 -3.18
H -2.80 1.58 -4.28
H -4.22 0.35 -4.55
H -4.06 1.18 -2.82
O -4.68 3.07 -1.16
C -3.84 3.72 -1.76
O -3.58 3.60 -3.10
C -2.47 4.42 -3.44
C -2.40 5.47 -2.36
C -2.91 4.73 -1.15
H -1.56 3.80 -3.47
H -2.62 4.87 -4.43
H -1.40 5.89 -2.22
H -3.09 6.29 -2.60
H -2.11 4.21 -0.62
H -3.45 5.39 -0.47
O 5.77 0.25 0.01
C 5.96 0.61 1.16
O 5.06 1.31 1.90
C 5.65 1.67 3.15
C 6.78 0.69 3.35
C 7.23 0.41 1.93
H 6.01 2.70 3.08
H 4.91 1.60 3.95
H 7.57 1.07 3.99
H 6.39 -0.24 3.80
H 7.97 1.13 1.60
H 7.60 -0.61 1.82
```

Properties
Largest force on an atom (Eh/bohr): 0.16791
HOMO-LUMO gap (eV): 5.550
Net charge: -1



Entry 5:
This record from the OMol25 dataset describes an isolated ion of composition C4H7N and charge -1 in a non-equilibrium geometry. The level of theory is ωB97M-V with the def2-TZVPD basis set.

Geometry as XYZ:
```
12
Properties=species:S:1:pos:R:3
C 1.03 -1.79 1.28
C 0.37 -1.13 0.12
C 0.12 0.19 -0.01
N -0.46 0.89 -1.04
C -1.18 1.99 -0.73
H 2.04 -2.11 0.99
H 1.32 -0.98 1.97
H 0.51 -2.59 1.81
H -0.01 -1.71 -0.72
H 0.26 0.86 0.86
H -1.84 1.93 0.14
H -1.18 2.78 -1.48
```

Properties
Largest force on an atom (Eh/bohr): 0.03945
HOMO-LUMO gap (alpha / beta) (eV): 4.667 / 6.685
Multiplicity: 2
Net charge: -1
Energy relative to the best compared isomer or geometry (same formula, charge and spin) (eV): 0.731



Entry 6:
This record from the OMol25 dataset describes C42H57N2O3PSr as an isolated structure. The level of theory is ωB97M-V with the def2-TZVPD basis set.

Geometry as XYZ:
```
106
Properties=species:S:1:pos:R:3
Sr -0.43 0.12 2.08
C 4.75 0.37 -3.29
C 3.76 1.21 -2.47
C 4.50 2.39 -1.83
C 2.70 1.77 -3.41
C 3.15 0.36 -1.36
C 1.82 0.09 -1.28
C 1.30 -0.72 -0.23
N 0.07 -1.26 -0.24
C -0.94 -0.84 -1.03
C -1.61 -1.77 -1.83
C -2.63 -1.39 -2.67
C -3.04 -0.03 -2.66
C -2.53 0.93 -1.83
C -1.45 0.54 -0.94
O -0.99 1.30 -0.04
C -3.08 2.36 -1.93
C -2.72 3.29 -0.76
C -2.53 2.98 -3.22
C -4.61 2.32 -2.01
C -3.28 -2.43 -3.59
C -3.88 -3.55 -2.73
C -2.21 -3.02 -4.52
C -4.39 -1.83 -4.45
C 2.16 -1.04 0.91
O 1.64 -1.32 2.02
C 3.59 -0.93 0.70
C 4.03 -0.22 -0.38
C 4.54 -1.58 1.71
C 4.15 -3.05 1.89
C 4.48 -0.86 3.06
C 5.99 -1.54 1.22
H 5.18 0.98 -4.09
H 4.24 -0.48 -3.74
H 5.56 -0.01 -2.68
H 4.96 3.02 -2.60
H 5.30 2.06 -1.16
H 3.81 3.02 -1.25
H 3.17 2.40 -4.16
H 1.96 2.37 -2.88
H 2.17 0.97 -3.94
H 1.13 0.41 -2.05
H -1.25 -2.79 -1.80
H -3.83 0.25 -3.34
H -1.65 3.49 -0.71
H -3.03 2.88 0.20
H -3.24 4.24 -0.92
H -1.44 3.03 -3.20
H -2.91 3.99 -3.35
H -2.82 2.39 -4.10
H -5.03 1.84 -1.12
H -4.98 1.80 -2.89
H -4.99 3.34 -2.05
H -3.12 -4.04 -2.12
H -4.35 -4.30 -3.37
H -4.64 -3.15 -2.05
H -1.42 -3.51 -3.96
H -1.76 -2.24 -5.14
H -2.66 -3.76 -5.18
H -5.20 -1.42 -3.85
H -4.82 -2.62 -5.08
H -4.02 -1.05 -5.12
H 5.09 -0.09 -0.52
H 3.14 -3.15 2.29
H 4.84 -3.54 2.59
H 4.20 -3.59 0.94
H 3.47 -0.85 3.46
H 4.84 0.17 2.96
H 5.14 -1.37 3.77
H 6.10 -2.02 0.24
H 6.62 -2.08 1.92
H 6.37 -0.52 1.15
C -1.06 -4.70 2.82
C -2.12 -4.79 3.71
C -2.85 -3.66 4.01
C -2.53 -2.43 3.42
N -1.48 -2.35 2.60
C -0.78 -3.45 2.30
C -3.31 -1.19 3.69
C -4.62 -1.31 4.18
C -5.37 -0.19 4.45
C -4.82 1.06 4.24
C -3.52 1.17 3.74
C -2.71 0.06 3.43
H -0.47 -5.55 2.54
H -2.38 -5.74 4.17
H -3.67 -3.72 4.73
H 0.05 -3.30 1.62
H -5.07 -2.29 4.32
H -6.39 -0.29 4.82
H -5.40 1.96 4.45
H -3.14 2.17 3.58
C 1.82 4.58 3.54
P 1.73 3.17 2.42
C 1.26 3.82 0.80
C 3.40 2.55 2.23
O 0.77 2.13 2.90
H 2.48 5.35 3.15
H 2.18 4.24 4.51
H 0.81 4.98 3.67
H 2.04 4.47 0.41
H 0.33 4.37 0.87
H 1.12 2.97 0.12
H 4.09 3.35 1.95
H 3.41 1.78 1.45
H 3.72 2.10 3.17
```

Properties
Largest force on an atom (Eh/bohr): 0.01689
HOMO-LUMO gap (alpha / beta) (eV): 5.797 / 5.260
Energy relative to the best compared isomer or geometry (same formula, charge and spin) (eV): 0.853



Entry 7:
This record from the OMol25 dataset describes a 10-piece molecular cluster, C21H67BNO8 overall in a non-equilibrium geometry. The level of theory is ωB97M-V with the def2-TZVPD basis set.

Geometry as XYZ:
```
98
Properties=species:S:1:pos:R:3
O -0.13 -0.41 2.38
H -0.44 -0.18 1.43
H -0.15 -1.42 2.46
H 0.76 -0.08 2.56
N 2.44 1.68 -0.48
H 2.86 1.08 -1.24
H 2.64 2.68 -0.67
H 2.94 1.42 0.36
H 1.42 1.43 -0.52
B -0.46 0.58 -0.28
H -0.67 0.83 -1.39
H 0.31 -0.29 -0.24
H -0.03 1.49 0.30
H -1.42 0.22 0.26
C -2.13 -4.48 3.40
C -1.84 -3.49 2.26
C -2.77 -2.28 2.42
O -0.48 -3.02 2.35
H -1.92 -4.00 4.36
H -1.40 -5.28 3.25
H -3.16 -4.83 3.38
H -1.98 -3.98 1.29
H -2.47 -1.71 3.31
H -3.83 -2.51 2.43
H -2.60 -1.55 1.62
H 0.01 -3.77 2.72
C -1.08 2.56 4.58
C -2.07 1.42 4.78
C -3.07 1.28 3.66
O -1.42 0.15 4.96
H -1.49 3.51 4.90
H -0.57 2.56 3.62
H -0.25 2.37 5.27
H -2.57 1.59 5.74
H -2.59 1.31 2.68
H -3.80 2.09 3.73
H -3.67 0.38 3.81
H -0.67 0.22 5.56
C 0.99 6.31 -0.95
C 1.03 4.80 -1.00
C 0.11 4.21 -2.07
O 2.37 4.33 -1.29
H 1.46 6.76 -0.08
H -0.03 6.70 -1.03
H 1.45 6.70 -1.87
H 0.74 4.40 -0.02
H 0.54 4.51 -3.03
H -0.92 4.56 -2.05
H 0.12 3.12 -2.09
H 2.87 5.09 -1.61
C -3.84 1.34 -2.50
C -4.11 1.76 -1.07
C -4.51 0.62 -0.16
O -2.97 2.47 -0.57
H -4.78 1.23 -3.06
H -3.41 0.33 -2.58
H -3.22 2.04 -3.05
H -4.91 2.50 -1.11
H -5.30 0.04 -0.63
H -4.80 1.04 0.81
H -3.65 -0.04 -0.01
H -2.21 1.87 -0.59
C -2.17 -2.88 -1.70
C -0.66 -2.98 -1.49
C -0.12 -4.27 -2.09
O -0.04 -1.89 -2.20
H -2.42 -2.78 -2.75
H -2.59 -2.06 -1.12
H -2.62 -3.82 -1.38
H -0.36 -2.88 -0.44
H 0.97 -4.33 -2.12
H -0.48 -4.40 -3.11
H -0.49 -5.10 -1.48
H -0.20 -1.09 -1.67
C 2.22 0.60 -3.71
C 3.74 0.55 -3.63
C 4.40 1.86 -4.09
O 4.09 0.29 -2.24
H 1.77 1.55 -3.39
H 1.74 -0.21 -3.16
H 1.91 0.51 -4.75
H 4.15 -0.24 -4.26
H 3.86 2.22 -4.97
H 5.47 1.75 -4.29
H 4.24 2.59 -3.30
H 5.00 -0.02 -2.32
C 4.72 -3.88 0.57
C 3.75 -2.73 0.71
C 2.53 -2.88 -0.20
O 3.32 -2.78 2.09
H 4.21 -4.80 0.85
H 5.55 -3.76 1.27
H 5.08 -4.05 -0.45
H 4.24 -1.77 0.49
H 1.79 -2.09 -0.02
H 2.10 -3.87 -0.14
H 2.88 -2.76 -1.23
H 3.12 -1.87 2.32
```

Properties
Largest force on an atom (Eh/bohr): 0.03626
HOMO-LUMO gap (eV): 8.601
Net charge: +1



Entry 8:
This record from the OMol25 dataset describes C6H9N as an isolated structure in a non-equilibrium geometry. The level of theory is ωB97M-V with the def2-TZVPD basis set.

Geometry as XYZ:
```
16
Properties=species:S:1:pos:R:3
C 0.14 1.24 -0.85
C 0.65 -0.07 -1.55
C 0.32 -1.09 -0.84
C -0.20 -0.99 0.60
C -1.27 0.01 0.46
C 0.65 0.01 1.16
H 0.87 2.19 -0.73
H -0.67 1.75 -1.34
H 1.33 -0.08 -2.41
H 0.36 -2.21 -0.81
H -0.51 -1.79 1.28
H -2.08 -0.14 -0.19
H -1.81 -0.33 1.50
H 1.57 0.30 0.93
H 0.86 0.08 2.17
N -0.22 1.12 0.62
```

Properties
Largest force on an atom (Eh/bohr): 0.14138
HOMO-LUMO gap (eV): 9.300
Energy relative to the best compared isomer or geometry (same formula, charge and spin) (eV): 5.922



- Among the records above, which one has the highest largest force on an atom?
  C22H40Br2ClFINO8PS